ORCA calculation (ωB97M-V with the def2-TZVPD basis set) on a molecular structure, C30H68N10O13SSi2.

Geometry as XYZ:
```
124
Properties=species:S:1:pos:R:3:forces:R:3:mulliken_charge:R:1
N -5.747 -0.184 -1.591 -0.1 -0.3 -0.2 -0.219
O 6.200 6.692 0.784 0.0 0.0 -0.1 -0.631
O 2.311 2.537 3.264 0.0 0.0 0.0 -0.674
O -0.020 -5.120 -0.323 0.1 0.1 0.0 -0.128
O -3.271 -3.154 1.089 0.1 0.1 0.2 -0.473
H 6.490 7.560 -2.179 0.0 0.1 0.0 0.364
O -1.219 -2.307 -0.420 0.2 0.0 0.8 0.058
O -3.795 -0.812 -0.818 0.3 0.0 0.2 0.183
H 4.949 2.984 1.702 0.0 0.1 -0.1 0.375
H -4.118 -0.061 2.734 0.0 0.1 0.0 0.265
H 3.118 7.045 -2.093 0.0 0.0 -0.1 0.289
H 3.879 -2.263 2.639 0.2 0.0 0.1 -0.028
H 4.324 8.330 -2.201 0.0 0.0 0.0 0.377
H 1.320 -0.668 2.969 0.0 0.0 0.0 0.260
C -3.565 2.972 -8.242 0.0 0.0 0.0 -1.180
H 0.155 -6.729 3.105 0.0 -0.2 0.0 0.283
H 7.611 7.931 -0.859 0.0 0.0 0.0 0.312
C 2.340 -1.624 1.457 0.9 -0.4 0.1 0.359
H 7.194 -0.359 5.611 0.1 0.0 0.0 0.410
H 4.126 -2.552 1.032 0.0 -0.1 -0.1 0.349
H 3.533 2.040 1.201 0.1 0.0 -0.2 -0.155
H 1.814 -7.099 3.654 -0.1 -0.2 0.1 0.356
H -3.797 1.360 -6.328 0.0 0.0 0.0 0.329
H -2.069 -5.560 -0.185 0.0 0.0 -0.2 0.503
H -1.178 1.499 -2.670 -0.2 0.0 -0.1 0.313
H 5.935 0.215 4.507 -0.1 0.0 0.0 0.275
H 3.878 -0.303 1.300 0.1 0.1 0.0 0.298
O 4.652 -1.910 4.747 -0.1 -0.1 -0.1 -0.689
H 0.740 -1.786 -2.725 0.0 -0.2 0.1 0.454
H 1.508 -3.260 0.382 -0.3 0.0 -0.1 -0.592
H -2.705 -1.747 3.386 0.2 -0.2 -0.1 0.085
H -4.884 -1.212 1.661 0.0 0.0 -0.1 -0.043
H -2.335 0.792 -5.505 -0.1 -0.1 0.1 0.191
H -1.467 3.114 -5.649 0.0 -0.1 0.0 0.163
O -0.663 0.971 -3.300 0.4 0.5 0.3 -0.505
S -2.505 1.534 -0.529 0.3 0.3 0.0 -0.366
H -2.267 -0.143 1.194 0.0 -0.2 -0.2 -0.835
H -11.775 0.584 -3.497 0.0 0.0 0.1 0.290
C -10.846 0.343 -4.004 0.0 0.0 0.0 -1.300
C -2.426 3.430 -7.359 0.0 0.0 0.0 0.745
H 2.918 8.532 -1.153 0.0 0.0 -0.1 0.296
N -2.240 2.764 -6.192 -0.1 0.0 -0.1 -0.071
O 0.741 -7.014 0.807 -0.2 0.0 0.0 -0.464
C 6.642 -0.586 4.698 -0.1 0.0 0.0 -1.351
H -5.265 -2.223 -1.249 0.1 -0.1 0.0 0.584
H -3.430 1.917 -4.691 -0.1 -0.1 0.0 0.195
H -8.918 -0.295 -5.437 0.0 0.0 0.0 0.373
C 1.659 -2.196 0.212 0.0 0.3 0.2 -0.380
C 0.447 -0.875 -2.202 0.2 -0.2 -0.1 -0.449
O -1.699 4.359 -7.676 0.0 0.0 0.0 -0.661
H -7.504 -1.067 -4.709 0.0 0.0 -0.1 0.260
H -0.127 -7.063 -0.999 -0.1 -0.1 0.1 0.291
C -0.206 0.323 0.495 -0.6 -0.1 -0.1 -0.553
H 0.385 0.392 1.401 0.0 0.0 0.1 0.086
H 6.003 -3.829 5.181 0.0 0.0 0.0 0.235
H -4.723 -3.810 2.370 -0.1 0.0 -0.1 0.457
C 6.577 7.997 -1.184 0.0 0.0 0.0 -1.484
H -5.544 -0.913 3.266 -0.1 -0.1 0.0 0.411
H 1.961 -5.061 4.323 0.1 0.0 0.0 0.267
H -4.520 3.067 -7.723 0.0 -0.1 0.0 0.324
N 3.370 4.515 3.402 0.0 0.0 -0.1 -0.144
C 1.192 -6.400 3.097 0.1 0.4 -0.1 -0.753
C -2.996 1.646 -5.655 0.3 0.1 0.1 -0.670
H 2.395 -2.108 -0.590 0.0 -0.1 -0.2 0.550
N 4.381 7.216 -0.428 0.1 0.0 -0.1 -0.067
H -10.760 0.963 -4.898 0.0 -0.1 0.0 0.350
H -3.428 1.933 -8.543 -0.1 0.0 0.0 0.334
H -1.196 -5.615 1.324 0.1 -0.1 0.0 0.206
H -7.397 0.595 -5.304 0.0 0.0 -0.1 0.263
C -0.757 -0.338 -2.882 0.8 0.4 0.0 -0.075
H -1.648 1.420 1.649 -0.1 0.1 0.0 0.758
N 2.883 -0.279 1.129 -0.3 0.0 0.0 -0.325
N -4.989 0.949 -1.370 0.5 0.2 0.2 -0.558
Si -1.644 -3.296 0.821 -0.4 -0.3 -0.4 -0.088
H 1.279 -0.177 -2.252 0.1 0.1 0.1 0.374
N 1.467 -1.607 2.624 -0.2 0.2 0.0 -0.322
H 8.404 -3.840 4.489 0.1 0.0 0.0 0.290
C 5.870 -1.876 4.845 0.0 0.0 0.0 0.807
H 3.656 3.741 0.747 0.1 0.0 0.0 0.267
C -9.700 0.609 -3.050 0.0 0.0 0.0 0.835
C -3.716 -2.133 3.264 -0.4 0.5 0.1 -0.316
C -1.656 0.686 0.846 0.1 0.1 0.2 0.196
N 6.578 -3.006 5.093 0.0 0.1 0.0 -0.137
H -3.582 3.598 -9.129 0.0 0.0 0.0 0.298
C 5.719 7.248 -0.192 0.1 0.0 0.0 0.983
H 8.253 -3.550 6.229 0.1 0.0 0.0 0.293
O 1.219 -5.115 3.718 -0.1 -0.1 0.1 -0.436
C -3.720 -3.391 2.433 0.3 -0.1 -0.1 -0.557
H 2.835 4.661 4.244 0.0 0.0 0.0 0.241
Si 0.108 -1.326 -0.392 0.5 0.4 -0.5 0.292
C -4.623 -1.025 2.701 0.1 0.0 0.0 -0.804
N -8.444 0.365 -3.506 -0.1 0.1 0.0 -0.048
H -7.713 0.554 -2.833 0.0 -0.1 0.1 0.193
H 6.288 9.047 -1.232 0.0 0.0 -0.1 0.370
H 3.858 6.707 0.267 0.0 0.0 0.0 0.133
H 4.805 5.271 2.060 0.1 0.0 0.0 0.147
H 1.890 -2.122 3.384 -0.1 -0.2 0.0 0.244
H 7.344 -0.647 3.866 0.1 0.0 0.0 0.368
O -1.746 -0.955 -3.080 -1.3 -0.8 -0.3 -0.416
H -4.052 -2.385 4.271 0.0 -0.1 0.1 0.462
H -3.079 -4.139 2.911 0.0 -0.1 0.1 0.253
H 0.156 1.122 -0.155 0.3 0.0 0.0 0.746
C 3.873 3.012 1.529 0.0 0.0 0.1 -0.607
C 3.648 7.814 -1.529 -0.1 -0.1 0.2 -0.941
C 0.528 -6.398 -0.431 0.2 -0.2 -0.1 -0.449
C 1.645 -6.307 1.641 0.3 0.1 0.2 0.536
C 4.293 5.553 2.970 -0.3 -0.1 0.4 -0.695
C -5.010 -1.179 -1.248 -0.4 -0.1 -0.1 -0.432
C -3.851 0.528 -0.917 -0.5 0.1 -0.1 0.652
N 3.437 -2.555 1.774 -0.3 0.1 0.1 -0.636
C 3.121 3.330 2.799 -0.1 -0.1 0.0 0.789
H 1.473 -6.285 -0.967 0.0 0.2 -0.1 0.275
C -8.050 -0.126 -4.808 0.2 0.1 0.2 -0.873
H 3.750 6.484 2.795 0.1 0.0 -0.1 0.299
O -9.895 1.025 -1.920 0.0 0.0 0.0 -0.649
H 8.509 -2.196 5.125 0.0 0.0 0.0 0.324
H 5.043 5.733 3.740 0.1 0.1 -0.1 0.278
H 2.507 0.430 1.750 0.0 0.0 0.1 0.069
C -1.259 -5.077 0.372 -0.3 0.1 0.2 -0.522
H 2.656 -6.705 1.516 0.0 -0.1 -0.1 0.454
C 8.014 -3.153 5.241 -0.2 -0.2 0.0 -0.865
H 1.691 -5.246 1.395 -0.2 0.1 -0.1 -0.354
H -10.868 -0.706 -4.302 0.0 0.0 -0.1 0.350
H -0.939 -2.993 2.077 0.1 0.2 0.0 0.026
```
Positions in Å, forces in eV/Å.

Calculated values
multiplicity: 1

=====

ORCA calculation (ωB97M-V with the def2-TZVPD basis set) on a molecular structure, C18H24N4O3Pd.

Geometry as XYZ:
```
50
Properties=species:S:1:pos:R:3:forces:R:3:nbo_charge:R:1
C 0.510 -1.355 3.746 0.1 0.0 0.1 -0.326
H 1.763 -1.613 1.029 0.1 0.0 0.0 0.248
H 2.366 -1.680 -0.636 0.0 0.0 0.0 0.213
C -0.566 -2.720 2.350 0.0 -0.1 0.1 -0.093
H 0.948 2.985 2.231 0.0 0.0 -0.1 0.151
C 2.030 -1.011 0.160 -0.2 -0.1 0.0 -0.743
H -1.720 2.606 -0.339 -0.2 0.0 -0.2 0.260
Pd -1.098 0.480 -0.448 -0.2 0.5 0.0 0.001
C 5.247 0.336 1.634 0.0 0.0 0.0 -0.411
C -1.835 5.782 1.862 0.0 0.0 0.0 -0.262
C -2.862 0.642 -3.408 0.0 0.0 -0.1 0.750
H 4.959 1.357 1.397 0.0 0.0 0.0 0.246
C 0.226 0.725 2.360 0.2 0.0 0.1 0.128
C -1.900 -0.370 -4.089 0.0 0.0 0.1 -0.339
O 3.096 1.152 0.198 0.0 0.0 -0.1 -0.646
C 0.002 -0.670 2.627 -0.1 0.1 0.0 -0.045
C 4.326 -1.926 1.589 0.0 0.0 0.1 -0.403
H -2.492 -1.005 -4.753 0.0 0.0 0.0 0.175
H -1.241 0.228 -4.732 0.0 0.0 0.0 0.176
H -0.981 -0.510 -2.375 0.5 -0.5 -0.1 0.361
C -1.779 3.511 0.265 0.1 0.1 0.1 -0.180
C 0.150 -2.696 3.564 0.0 0.0 0.0 -0.403
H 5.393 0.240 2.716 0.0 0.0 0.0 0.174
C -2.855 5.555 0.949 0.0 0.0 0.0 -0.244
H 0.364 -3.532 4.217 0.0 0.0 0.0 0.180
N -0.656 -1.509 1.788 -0.1 -0.1 -0.1 -0.477
H -0.003 5.040 2.702 0.0 0.0 0.0 0.181
H 0.680 1.275 3.203 0.0 -0.1 0.0 0.126
H -1.854 6.665 2.494 0.0 0.0 0.0 0.185
N -1.075 -1.171 -3.172 -0.4 0.5 0.1 -0.848
H -3.674 6.262 0.860 0.0 0.0 0.0 0.188
O -2.655 0.931 -2.202 0.2 -0.2 0.2 -0.789
H 1.099 -0.517 -0.156 0.4 0.2 -0.1 0.287
H 1.101 2.922 0.469 0.0 0.0 0.0 0.226
H 6.199 0.106 1.140 0.0 0.0 0.0 0.166
H 4.047 -2.070 2.640 0.0 0.0 0.0 0.191
H 3.696 -2.567 0.983 0.0 0.0 0.0 0.226
N 4.202 -0.547 1.185 0.0 0.0 -0.1 -0.459
C 0.405 2.757 1.297 0.1 0.2 -0.2 -0.246
C 3.119 -0.032 0.494 -0.1 0.0 0.1 0.705
H -1.681 -1.881 -2.767 0.0 0.0 0.0 0.335
H 1.077 -0.925 4.562 0.0 0.0 0.0 0.182
C -2.822 4.415 0.153 0.0 0.0 0.0 -0.210
O -3.751 1.110 -4.147 -0.1 0.1 -0.1 -0.787
H 5.365 -2.248 1.464 0.0 0.0 0.0 0.171
C -0.754 3.729 1.182 0.0 -0.1 0.0 -0.038
H -3.609 4.223 -0.566 0.0 0.0 0.0 0.218
C -0.793 4.870 1.976 0.0 0.0 0.1 -0.174
H -1.025 -3.583 1.880 0.0 0.0 0.0 0.163
N 0.026 1.359 1.264 -0.3 -0.4 0.3 -0.490
```
Positions in Å, forces in eV/Å.

Calculated values
total charge: -2
multiplicity: 1

=====

Number 1: E_LUMO 0.0071 hartree, HOMO-LUMO gap 0.332 Ha, electronic energy -3686.947381 hartree. Number 2: E_LUMO 0.1702 hartree, HOMO-LUMO gap 0.166 Ha, electronic energy -1272.917940 hartree.